(1)
DFT (ωB97M-V/def2-TZVPD) results for 2 unconnected molecules or ions with the total composition H5PSi.

Spin multiplicity: 1
LUMO level (spin up / spin down), eV: -0.7 / -1.1
Kohn-Sham gap (spin up / spin down), eV: 7.8 / 6.3

Geometry (Å):
P 1.76677 0.04218 1.24846
Si -1.13299 0.43061 -0.33097
H -0.17381 1.23731 -1.09873
H 1.96470 -1.16299 0.60788
H 2.74357 0.39254 0.34540
H -0.66781 -0.86674 0.12398
H -2.31136 1.09855 0.26014

Atomic partial charges in e from the Löwdin method, atoms 1 to 5: 0.51 0.57 -0.18 -0.26 -0.27

(2)
DFT (ωB97M-V/def2-TZVPD) results for 30 unconnected molecules or ions with the total composition H60O30.

Spin multiplicity: 1
LUMO level, eV: -0.4
Kohn-Sham gap, eV: 10.3

Geometry (Å):
O -19.29454 1.06749 11.09624
O -19.45740 2.70472 13.72842
O -16.78438 3.24464 12.55842
O -19.77167 1.21472 8.08115
O -18.90189 5.05157 12.25137
O -19.11503 -0.98061 9.61653
O -16.29277 7.40266 8.07566
O -16.24455 5.52093 10.03059
O -20.17398 3.51650 9.82512
O -14.51352 0.58625 7.96676
O -16.19454 0.54358 12.33806
O -12.55857 2.58784 10.05797
O -16.80538 6.42027 13.29182
O -15.33645 5.16029 15.28743
O -14.66754 2.34570 5.77967
O -13.19009 4.51854 6.53485
O -12.71235 5.47335 9.81477
O -19.67074 6.90416 10.38916
O -18.69786 9.58396 10.67892
O -20.53917 3.62901 6.76776
O -15.52671 6.80557 4.10381
O -17.31476 3.10908 6.74174
O -14.16290 7.00325 6.47347
O -16.43480 1.98596 3.69783
O -13.34453 1.22677 12.23840
O -16.65088 0.42145 9.89321
O -19.90300 5.59826 4.98132
O -17.52264 4.59292 3.67593
O -18.32952 5.58859 7.37162
O -17.29132 2.99933 9.48361
H -17.01877 2.95949 8.46667
H -12.84332 1.35365 13.04835
H -19.44761 0.49083 8.66093
H -16.35610 -0.09383 13.02628
H -15.30721 2.07351 5.07133
H -20.30807 3.87676 7.66020
H -18.99796 3.38363 13.19810
H -19.59824 1.84499 10.58500
H -16.80400 3.84702 9.64672
H -16.67453 2.31335 12.69701
H -14.82400 1.85630 6.60932
H -15.60488 7.74783 3.76861
H -16.50672 8.33304 8.23593
H -12.52121 4.55338 10.15964
H -20.30594 2.84070 13.32321
H -13.00609 1.99892 9.43596
H -16.58693 3.10313 6.05789
H -14.17049 -0.27169 8.10277
H -19.43091 -1.86827 9.71433
H -18.95522 5.78383 6.66449
H -15.94921 3.54466 12.16898
H -14.80544 6.78274 4.73721
H -17.05144 1.29352 9.98619
H -16.33737 0.16962 11.43522
H -12.53542 6.03826 10.56624
H -13.33863 7.35195 6.85804
H -18.31321 4.79786 4.22501
H -20.33074 4.86666 5.48189
H -16.26171 6.22751 12.51466
H -15.00238 4.44793 14.72847
H -20.34573 4.32966 10.33400
H -17.60110 4.01578 6.80456
H -12.81504 2.23197 10.94332
H -18.36774 4.46364 11.65851
H -15.49353 7.34868 7.42139
H -17.28978 -0.12953 9.50837
H -19.16773 6.68695 9.60096
H -16.23366 6.25685 9.32322
H -20.57482 5.96578 4.41687
H -13.96929 6.00392 6.41172
H -19.07406 1.29551 11.98254
H -15.37099 0.67147 8.46091
H -13.74133 3.89807 5.97593
H -19.11257 8.74115 10.48701
H -19.22157 3.51594 9.63648
H -19.02386 1.68650 7.76481
H -21.10398 2.87289 6.89189
H -19.27036 6.44179 11.17124
H -18.33260 9.49592 11.57471
H -16.37676 6.06940 14.06752
H -15.35213 5.29768 10.05571
H -17.79367 6.35800 7.39943
H -16.61261 2.96267 3.73839
H -18.18661 5.58814 12.61135
H -19.30653 -0.41093 10.37123
H -17.29809 1.61605 3.36124
H -15.65274 4.82941 16.09199
H -13.13196 4.16071 7.43754
H -16.96605 5.38419 3.71355
H -14.26734 0.98113 12.40943

Atomic partial charges in e from the Löwdin method, atoms 1 to 5: -0.03 -0.06 -0.04 -0.04 -0.08

(3)
DFT (ωB97M-V/def2-TZVPD) results for 31 unconnected molecules or ions with the total composition H62O31.

Spin multiplicity: 1
LUMO level, eV: -0.1
Kohn-Sham gap, eV: 10.8

Geometry (Å):
O 8.91995 15.10499 11.36196
O 15.68311 14.51126 11.57045
O 10.45212 8.46452 8.60037
O 13.27226 9.68707 9.47135
O 12.12828 14.80670 7.67241
O 13.60833 16.62575 12.24330
O 17.71556 13.35733 13.55751
O 11.60004 12.11095 13.91076
O 10.73262 11.33482 9.54084
O 14.33507 9.77159 12.50942
O 15.25021 12.05567 10.60360
O 12.61803 13.20565 10.00235
O 14.82199 11.32950 7.36534
O 8.47614 10.71994 11.32334
O 16.98455 14.24718 6.06085
O 17.43927 13.70882 9.07053
O 8.91240 16.07108 8.33820
O 11.17462 9.73235 12.25166
O 16.01090 17.07427 6.27362
O 10.40419 11.68426 6.06568
O 17.32511 10.87606 6.11573
O 14.65594 10.79203 4.79867
O 12.42002 9.45741 6.78291
O 11.75875 17.55630 10.05124
O 11.52488 14.54181 12.43400
O 13.90016 13.46155 5.62637
O 8.69416 12.96622 8.02656
O 15.04451 7.71614 10.49433
O 14.28170 16.59443 8.56134
O 6.25817 11.28896 9.06865
O 12.93237 7.41467 12.60778
H 16.61794 10.79262 6.78924
H 18.24303 12.93916 12.91819
H 16.44526 16.23133 6.05974
H 16.42381 14.62876 12.27562
H 6.90796 11.04617 9.69779
H 7.88448 12.48509 8.29671
H 15.54250 8.29450 11.10791
H 17.52688 13.44408 5.84182
H 14.95644 16.34555 9.26604
H 10.78212 14.99624 12.06129
H 14.10769 9.15501 9.58755
H 11.49547 11.93525 9.70485
H 8.66931 15.63787 10.58452
H 10.19625 12.03632 5.17099
H 14.30105 12.00925 10.32270
H 15.49768 10.42044 5.06113
H 8.99239 10.06262 11.79594
H 11.35982 9.97843 11.32414
H 16.69560 14.10521 6.92763
H 13.90721 8.96818 12.81127
H 14.89011 16.89186 7.80025
H 12.20900 8.03108 12.58541
H 12.41543 13.80366 9.21996
H 12.19367 15.23392 12.53912
H 11.30087 10.55511 12.81338
H 17.76211 9.95945 6.01780
H 13.11877 10.09578 6.97029
H 14.52193 11.93289 6.64915
H 16.76009 13.78699 9.73365
H 12.35020 13.51556 10.85290
H 9.82213 16.30227 8.21832
H 16.35922 17.68546 5.63744
H 5.67284 11.76684 9.66001
H 13.03846 17.05992 11.55685
H 17.41661 12.79829 8.81469
H 12.39758 11.63077 14.16624
H 12.55134 6.73697 13.18049
H 14.03652 10.06687 4.93127
H 12.49204 14.45565 6.85079
H 15.30381 11.40444 11.29925
H 12.97452 9.42074 8.63935
H 14.93046 11.80006 8.28077
H 14.76017 13.73617 5.21016
H 12.41242 17.61040 9.36554
H 14.19335 15.96317 11.90390
H 10.99505 8.48381 7.80222
H 9.23597 12.72798 8.76591
H 12.77810 15.48194 7.92485
H 15.45499 13.59024 11.41065
H 17.73909 12.73599 14.31375
H 13.70552 10.01673 11.82569
H 9.12931 11.18178 10.71551
H 9.78523 12.24839 6.53713
H 11.88746 12.73439 13.21097
H 14.38636 7.16179 10.94921
H 11.12720 18.28642 10.03634
H 9.00410 15.04599 8.40663
H 11.78539 10.01675 6.34307
H 13.43001 13.14275 4.87450
H 9.55271 8.75998 8.41309
H 11.05158 10.65173 8.91109
H 8.07160 14.73892 11.68779

Atomic partial charges in e from the Löwdin method, atoms 1 to 5: -0.06 -0.09 -0.05 -0.04 -0.05

(4)
DFT (ωB97M-V/def2-TZVPD) results for 34 unconnected molecules or ions with the total composition H68O34.

Spin multiplicity: 1
LUMO level, eV: -1.5
Kohn-Sham gap, eV: 8.2

Geometry (Å):
O -2.10171 -0.71983 5.75192
O -0.77956 0.01960 -0.06300
O -0.93146 2.61730 2.43991
O -4.33399 2.03918 3.00795
O -3.41146 -0.04545 -0.80087
O 1.02730 -0.16378 5.27074
O -0.07628 4.05956 -3.73692
O 2.69502 4.84588 -0.16587
O -0.29903 -0.22308 2.84235
O -0.16037 -2.72299 -2.29150
O 4.55197 -0.37968 1.22663
O 2.43639 -3.51935 1.64950
O 0.10773 -3.12795 -5.15230
O 1.17158 3.71096 3.72606
O -4.55129 -2.10193 -2.11929
O -3.29283 1.57495 -3.44870
O -1.92011 -0.61790 -4.38976
O -1.72849 3.57505 -0.18481
O 2.66436 -3.82807 -2.80541
O -2.92862 -4.41352 3.65989
O 4.57094 0.13206 -1.66701
O 2.86143 1.70429 -4.39131
O -2.43050 -4.01729 -3.22657
O -1.65855 -3.36285 -0.26830
O 3.24120 -0.69271 3.86382
O 2.43583 1.48659 1.59106
O 2.05622 -0.79763 -3.25104
O 1.25157 2.55109 -0.95137
O 3.78619 2.98545 -2.18553
O -0.72763 1.68946 -2.52044
O -0.52606 -3.10965 3.44357
O 2.02462 -1.19903 -0.03503
O -4.45337 3.83130 -0.16959
O -2.99673 -1.15917 2.19433
H -2.69655 -5.33984 3.72550
H 3.18440 2.24349 -3.66937
H -0.33905 3.06624 3.04301
H -1.28285 -1.21109 5.68565
H -2.11439 -3.94801 3.85108
H -1.57968 1.92038 -2.89048
H -0.65672 -2.82336 -1.47922
H 0.43588 -1.99409 -2.11990
H 0.38217 -3.12205 3.74557
H -3.22538 -1.83188 2.83574
H -1.56317 2.77232 -0.67931
H -1.64241 -2.68153 0.40383
H 0.09826 0.18905 -0.40499
H -1.41294 3.38233 0.69809
H -0.63259 -0.30277 0.82621
H 3.22453 -1.61028 4.13587
H -2.94941 -3.59431 -3.91070
H -3.87093 -2.72600 -2.37203
H 0.43264 2.44002 -1.43434
H 1.00259 -0.83151 5.95612
H 4.70043 -0.09487 -0.74616
H -0.03159 -2.82770 -4.25415
H 0.03174 -0.26966 3.73937
H 4.37046 1.06798 -1.65764
H 0.51576 -2.38308 -5.59379
H 1.76218 2.96943 3.59352
H -2.41440 -1.42882 -4.50946
H -0.49397 0.86706 -2.95088
H -3.50405 3.70866 -0.16899
H -2.56815 0.33074 -0.54879
H -0.52417 -3.65219 2.65498
H -1.94319 -4.15050 0.19519
H 2.39743 2.00229 0.78558
H -3.53710 1.52141 3.12252
H -3.54507 1.14056 -2.63389
H 1.72665 4.48276 3.61455
H -3.81657 -0.30286 0.02729
H 1.59899 -1.90802 0.44705
H 1.92646 2.58998 -1.62905
H -4.32081 2.66362 3.73329
H 2.22330 -0.46844 -2.36789
H -2.73545 -1.35385 6.08751
H -3.64066 -0.46500 2.33469
H -0.74597 4.56372 -3.27478
H -4.61061 4.49058 0.50632
H 2.69031 -2.87336 -2.86935
H -1.13889 -0.73089 -4.93120
H 3.98041 -0.59246 1.96439
H 1.95005 -4.25675 2.01822
H 2.79801 4.72114 -1.10931
H 1.98434 0.67059 1.37533
H 2.47308 -4.12311 -3.69569
H -1.77586 -3.36290 -2.98273
H 3.98953 3.57476 -2.91189
H 1.98961 4.24729 0.07974
H -1.05396 -0.81151 2.83409
H -4.07721 -1.29034 -1.93816
H -2.94659 0.87186 -3.99826
H 2.88951 -1.12053 0.36751
H 5.30101 0.06471 1.62372
H 0.13457 3.33934 -3.14274
H -0.68184 1.69519 2.50024
H 4.36366 3.26967 -1.47703
H 2.41668 -0.12580 -3.82977
H 3.21231 -3.44199 2.20464
H 2.35513 -0.37484 4.03728
H 1.03237 0.66737 5.74550
H 2.92343 2.27080 -5.16035

Atomic partial charges in e from the Löwdin method, atoms 1 to 5: -0.03 -0.03 -0.04 -0.04 -0.04

(5)
DFT (ωB97M-V/def2-TZVPD) results for 34 unconnected molecules or ions with the total composition H68O34.

Spin multiplicity: 1
LUMO level, eV: 0.0
Kohn-Sham gap, eV: 10.5

Geometry (Å):
O 15.86008 -10.87064 12.76140
O 13.37403 -17.73856 6.06502
O 11.98126 -7.30106 5.21835
O 18.30338 -10.40808 2.90058
O 11.83773 -6.09124 7.89028
O 11.45268 -13.23681 5.84985
O 13.13934 -11.14697 7.43254
O 18.64223 -13.27096 7.49518
O 11.73738 -9.65027 9.84774
O 15.93888 -14.49147 8.77929
O 11.09244 -9.20666 7.27484
O 17.13643 -11.56655 5.40545
O 13.04770 -13.94340 3.42345
O 11.44207 -9.88938 3.91972
O 15.51526 -14.03337 5.71079
O 16.71856 -9.59669 7.54718
O 15.17742 -6.52934 4.49940
O 17.26162 -12.51200 11.26788
O 17.13539 -17.85620 4.53227
O 14.03827 -8.36396 7.80175
O 10.89304 -12.15872 11.51338
O 18.39842 -11.30582 9.29658
O 14.48461 -16.94225 3.31119
O 8.60551 -10.10530 7.05378
O 14.70536 -12.00332 9.45848
O 15.58323 -9.45943 10.29908
O 13.22850 -15.30926 10.24393
O 17.49695 -15.73151 6.54682
O 13.49806 -12.60659 11.79402
O 10.08675 -12.43847 8.24669
O 15.63122 -9.55891 2.54531
O 12.63112 -15.62865 1.04329
O 13.12558 -15.20944 6.94835
O 13.95173 -11.30937 4.55324
H 13.02572 -15.29718 7.94531
H 15.37710 -10.34530 10.00103
H 14.11067 -11.85876 8.66459
H 15.21619 -10.14236 3.25679
H 17.61800 -13.13752 11.85323
H 18.73011 -9.56224 2.62103
H 13.65872 -18.18190 6.83723
H 17.90748 -17.43338 4.17025
H 13.32111 -15.72747 0.38647
H 11.90330 -13.99385 6.21372
H 18.31721 -12.09186 8.72021
H 17.59143 -10.50998 2.25219
H 11.77944 -15.89094 0.68088
H 16.71237 -11.98404 11.91589
H 10.59742 -12.15823 9.01199
H 12.88293 -14.29342 2.58163
H 7.67978 -9.97177 7.19169
H 12.32121 -14.27180 3.95957
H 14.07260 -17.46190 4.02653
H 15.39133 -15.27138 9.00746
H 12.81494 -6.95126 4.86587
H 14.38038 -8.02419 8.65409
H 12.59982 -9.24649 10.06504
H 16.45665 -9.24449 9.94198
H 11.84954 -12.16412 11.53487
H 13.40108 -7.63196 7.47475
H 18.67779 -14.21862 7.21244
H 12.37806 -10.16130 4.06945
H 13.65728 -12.10007 4.15622
H 10.77529 -13.18993 6.57123
H 10.97024 -10.24781 4.68074
H 15.14078 -13.95913 4.82467
H 11.45218 -9.17793 8.19928
H 12.75165 -16.10726 10.57435
H 10.62663 -12.03288 12.45311
H 12.22196 -11.36823 7.18800
H 15.79263 -9.87312 7.65524
H 17.30750 -10.11060 8.16198
H 9.02305 -9.27861 7.37567
H 9.51641 -11.71797 8.02654
H 13.27092 -16.82839 6.46402
H 13.90881 -14.59020 6.84504
H 15.99267 -13.18400 5.71706
H 16.42221 -17.49108 4.01747
H 14.11856 -12.22040 12.36234
H 16.47800 -10.49054 13.34262
H 11.14608 -8.33471 6.87196
H 18.57985 -12.88868 6.61264
H 17.40106 -16.64870 6.26110
H 15.38280 -12.60270 9.10942
H 17.46417 -11.18127 4.56741
H 16.89122 -15.18225 6.01552
H 15.50406 -6.12496 5.27105
H 14.92143 -8.95756 2.29591
H 11.56297 -8.04349 4.72170
H 11.69850 -5.68070 7.03775
H 13.80716 -16.32669 3.00075
H 15.47110 -7.46515 4.59655
H 13.76618 -11.47362 5.51573
H 11.46088 -10.28286 10.52996
H 16.70990 -14.82914 8.34498
H 17.31172 -10.92868 6.14375
H 11.42510 -5.49521 8.58789
H 15.67006 -10.15894 12.10462
H 14.02307 -12.38870 10.98529
H 13.05556 -14.61532 10.86456
H 13.24299 -10.19748 7.48641
H 18.01387 -11.66834 10.07133

Atomic partial charges in e from the Löwdin method, atoms 1 to 5: -0.03 -0.07 -0.08 -0.08 -0.07

(6)
DFT (ωB97M-V/def2-TZVPD) results for 4 unconnected molecules or ions with the total composition H6IO3.

Spin multiplicity: 1
LUMO level, eV: 3.7
Total charge: -1
Kohn-Sham gap, eV: 7.9

Geometry (Å):
I -12.38100 5.42200 -32.45000
O -10.64500 2.33700 -31.91200
O -13.72600 2.47700 -31.09900
O -14.92200 6.34700 -30.24100
H -13.14800 3.04700 -31.59600
H -10.73700 2.26300 -30.94300
H -11.03900 3.11900 -32.18900
H -15.01500 5.50400 -29.82500
H -14.67800 6.13700 -31.16300
H -14.44400 2.27500 -31.67700

Atomic partial charges in e from the Löwdin method, atoms 1 to 5: -0.23 -0.11 -0.12 -0.15 -0.15

Computed values of energy above the lowest of the compared OMol25 structures with the same formula, charge and spin (unit: kJ/mol) for the preceding records, in sequence: 303.5; 58.5; 144.5; 481.2; 157.5; 38.1.